[1]
Computed, not measured: a structure of composition C31H50NO4RuSSbSe2Si4Te2, with ωB97M-V/def2-TZVPD.

CARTESIAN COORDINATES (ANGSTROEM)
Ru (0.447, 0.453, 0.759)
Se (-0.723, 2.630, 1.077)
Te (1.746, 2.824, 0.523)
Te (1.930, 0.896, -1.494)
Se (3.860, -0.475, -0.948)
C (2.603, 1.806, 4.650)
Si (3.422, 0.216, 4.105)
C (4.980, 0.561, 3.132)
C (3.794, -0.863, 5.590)
Sb (1.811, -0.994, 2.559)
Si (2.918, -3.243, 2.076)
C (2.026, -3.901, 0.574)
C (4.738, -2.959, 1.737)
C (2.751, -4.435, 3.515)
Si (-0.234, -1.465, 4.028)
C (0.004, -2.355, 5.665)
C (-1.357, -2.477, 2.915)
C (-1.039, 0.187, 4.393)
H (3.316, 2.424, 5.200)
H (1.755, 1.609, 5.308)
H (2.239, 2.381, 3.796)
H (5.618, 1.268, 3.666)
H (4.744, 0.978, 2.151)
H (5.550, -0.352, 2.969)
H (4.502, -0.361, 6.252)
H (4.233, -1.817, 5.297)
H (2.889, -1.072, 6.160)
H (2.246, -3.259, -0.281)
H (0.946, -3.912, 0.733)
H (2.358, -4.916, 0.348)
H (4.927, -1.958, 1.347)
H (5.082, -3.673, 0.987)
H (5.331, -3.102, 2.641)
H (1.751, -4.436, 3.948)
H (3.463, -4.204, 4.307)
H (2.960, -5.447, 3.164)
H (0.627, -3.246, 5.611)
H (-0.972, -2.654, 6.051)
H (0.451, -1.682, 6.397)
H (-0.931, -3.453, 2.676)
H (-1.517, -1.947, 1.972)
H (-2.328, -2.635, 3.390)
H (-0.367, 0.878, 4.900)
H (-1.895, 0.011, 5.049)
H (-1.391, 0.682, 3.483)
C (-0.149, -9.297, 2.188)
C (-0.074, -8.373, 1.006)
C (-1.233, -7.827, 0.455)
C (-1.173, -6.992, -0.646)
C (0.063, -6.691, -1.202)
C (1.227, -7.230, -0.680)
C (1.150, -8.067, 0.423)
S (0.153, -5.622, -2.600)
O (-0.789, -6.032, -3.603)
O (1.537, -5.478, -2.954)
N (-0.461, -4.237, -1.944)
C (-0.762, -3.162, -2.892)
C (-1.795, -2.217, -2.297)
C (-1.277, -1.449, -1.116)
O (-2.021, -0.458, -0.646)
O (-0.228, -1.721, -0.563)
H (-1.052, -9.121, 2.771)
H (0.712, -9.170, 2.843)
H (-0.164, -10.338, 1.861)
H (-2.193, -8.059, 0.898)
H (-2.072, -6.570, -1.072)
H (2.175, -6.991, -1.140)
H (2.059, -8.486, 0.839)
H (0.162, -3.897, -1.216)
H (-1.182, -3.613, -3.791)
H (0.150, -2.625, -3.169)
H (-2.674, -2.778, -1.962)
H (-2.162, -1.516, -3.050)
C (-5.279, 1.477, 3.094)
C (-4.786, 0.203, 2.849)
C (-4.204, -0.088, 1.627)
C (-4.114, 0.882, 0.626)
C (-4.612, 2.158, 0.890)
C (-5.190, 2.455, 2.115)
Si (-3.382, 0.476, -1.021)
C (-4.522, -0.480, -2.131)
C (-4.613, -0.149, -3.482)
C (-5.442, -0.862, -4.337)
C (-6.191, -1.919, -3.848)
C (-6.119, -2.259, -2.503)
C (-5.295, -1.542, -1.653)
H (-5.724, 1.709, 4.052)
H (-4.848, -0.559, 3.616)
H (-3.802, -1.082, 1.462)
H (-4.533, 2.938, 0.141)
H (-5.564, 3.452, 2.309)
H (-2.909, 1.668, -1.746)
H (-4.027, 0.673, -3.876)
H (-5.504, -0.590, -5.383)
H (-6.837, -2.477, -4.513)
H (-6.712, -3.079, -2.120)
H (-5.261, -1.809, -0.603)

M, g/mol: 1281.11
Maximum force, hartree/bohr: 0.010
⟨S²⟩: 6.06
Multiplicity: 5
HOMO (alpha / beta), eV: -6.51 / -6.97
Total charge: 0
Gap between HOMO and LUMO (alpha / beta), eV: 6.2319 / 5.9525
DFT total energy, hartree: -8797.33885

---

[2]
Computed, not measured: a structure of composition C31H51BN4O3PSY, with ωB97M-V/def2-TZVPD.

CARTESIAN COORDINATES (ANGSTROEM)
Y (0.168, 0.790, 0.530)
C (-1.736, -4.407, 0.272)
C (-1.628, -3.440, 1.385)
N (-1.910, -3.660, 2.624)
N (-1.652, -2.495, 3.277)
C (-1.206, -1.533, 2.481)
S (-0.774, 0.058, 2.890)
N (-1.187, -2.126, 1.253)
N (-0.778, -1.445, 0.098)
H (-2.089, -5.351, 0.678)
H (-0.768, -4.575, -0.202)
H (-2.447, -4.066, -0.483)
H (-1.798, -2.432, 4.276)
H (-1.582, -1.303, -0.516)
H (-0.094, -2.021, -0.400)
C (8.196, 2.659, -1.891)
C (8.045, 1.180, -2.245)
C (9.174, 0.399, -1.556)
C (8.173, 1.031, -3.767)
C (6.697, 0.616, -1.796)
C (6.417, -0.741, -2.023)
C (5.225, -1.343, -1.646)
C (4.301, -0.529, -1.026)
O (3.035, -0.836, -0.547)
B (2.528, 0.352, -0.023)
O (3.461, 1.372, -0.164)
C (4.557, 0.805, -0.794)
C (5.742, 1.409, -1.162)
H (9.170, 3.013, -2.229)
H (8.143, 2.827, -0.814)
H (7.438, 3.275, -2.379)
H (10.139, 0.832, -1.820)
H (9.189, -0.648, -1.860)
H (9.069, 0.436, -0.471)
H (9.136, 1.419, -4.101)
H (7.387, 1.587, -4.281)
H (8.111, -0.012, -4.080)
H (7.165, -1.352, -2.509)
H (5.038, -2.393, -1.820)
H (5.912, 2.454, -0.952)
O (-1.061, 1.515, -0.983)
P (-1.305, 1.983, -2.460)
C (-0.866, 3.761, -2.532)
C (-0.612, 4.347, -3.933)
C (0.813, 4.144, -4.437)
C (1.849, 4.615, -3.423)
C (1.650, 3.943, -2.067)
C (0.238, 4.190, -1.552)
C (-0.422, 0.760, -3.490)
C (-0.608, 0.880, -5.018)
C (0.422, 0.009, -5.758)
C (0.755, -1.256, -4.975)
C (1.413, -0.916, -3.624)
C (1.047, 0.496, -3.160)
C (-3.071, 1.716, -2.827)
C (-3.992, 1.934, -1.609)
C (-4.431, 3.380, -1.401)
C (-5.063, 3.946, -2.668)
C (-4.099, 3.857, -3.845)
C (-3.624, 2.425, -4.082)
H (-1.801, 4.194, -2.165)
H (-0.801, 5.421, -3.848)
H (-1.340, 3.974, -4.656)
H (0.932, 4.684, -5.377)
H (0.982, 3.091, -4.674)
H (1.762, 5.698, -3.295)
H (2.857, 4.427, -3.796)
H (2.372, 4.330, -1.346)
H (1.853, 2.870, -2.146)
H (0.105, 5.265, -1.397)
H (0.071, 3.736, -0.568)
H (-0.970, -0.145, -3.172)
H (-0.498, 1.917, -5.338)
H (-1.621, 0.571, -5.285)
H (1.335, 0.582, -5.936)
H (0.027, -0.246, -6.741)
H (1.414, -1.897, -5.560)
H (-0.163, -1.832, -4.822)
H (2.499, -0.998, -3.683)
H (1.104, -1.641, -2.861)
H (1.679, 1.230, -3.659)
H (1.270, 0.599, -2.094)
H (-3.073, 0.637, -3.037)
H (-3.523, 1.539, -0.705)
H (-4.885, 1.329, -1.788)
H (-3.585, 4.003, -1.088)
H (-5.144, 3.412, -0.577)
H (-5.372, 4.979, -2.511)
H (-5.971, 3.379, -2.896)
H (-3.252, 4.526, -3.673)
H (-4.577, 4.215, -4.757)
H (-2.912, 2.388, -4.909)
H (-4.485, 1.830, -4.403)

M, g/mol: 690.53
Maximum force, hartree/bohr: 0.015
HOMO, eV: -12.57
Total charge: +2
Gap between HOMO and LUMO, eV: 6.6421
DFT total energy, hartree: -2459.00462

---

[3]
Computed, not measured: a cluster of 7 separate species, C31H51BrN3O16P in total at a distorted geometry, with ωB97M-V/def2-TZVPD.

CARTESIAN COORDINATES (ANGSTROEM)
N (-5.883, -1.094, -1.395)
C (-5.155, 0.077, -1.918)
C (-4.879, 1.148, -0.852)
C (-4.495, 0.621, 0.543)
C (-3.105, 1.030, 1.012)
O (-2.150, -0.037, 0.820)
C (-1.659, -0.180, -0.414)
O (-1.655, 0.676, -1.274)
N (-1.146, -1.499, -0.656)
C (-2.231, -2.344, -1.167)
C (-2.207, -2.617, -2.658)
O (-3.203, -2.920, -3.260)
Br (-0.487, -2.573, -3.511)
P (-0.204, -2.087, 0.689)
N (-1.367, -3.061, 1.505)
O (0.707, -3.233, -0.056)
H (-5.601, -1.907, -1.931)
H (-6.873, -0.989, -1.574)
H (-5.726, 0.547, -2.724)
H (-4.217, -0.252, -2.369)
H (-4.077, 1.782, -1.236)
H (-5.760, 1.788, -0.771)
H (-4.626, -0.458, 0.621)
H (-5.192, 1.061, 1.258)
H (-3.118, 1.222, 2.081)
H (-2.792, 1.952, 0.529)
H (-3.208, -1.922, -0.930)
H (-2.191, -3.337, -0.717)
H (-1.426, -3.959, 1.026)
H (-0.937, -3.288, 2.400)
H (0.178, -3.809, -0.627)
O (3.266, 4.582, -2.575)
C (2.347, 3.814, -2.645)
O (1.688, 3.356, -1.567)
C (0.727, 2.344, -1.967)
C (0.448, 2.617, -3.437)
C (1.788, 3.178, -3.901)
H (1.178, 1.364, -1.805)
H (-0.157, 2.431, -1.348)
H (0.123, 1.731, -3.976)
H (-0.328, 3.378, -3.532)
H (2.473, 2.386, -4.207)
H (1.705, 3.917, -4.694)
O (1.760, -0.683, -5.303)
C (2.804, -0.652, -5.886)
O (3.886, -1.338, -5.461)
C (5.031, -1.037, -6.283)
C (4.451, -0.541, -7.602)
C (3.158, 0.130, -7.140)
H (5.627, -0.275, -5.777)
H (5.628, -1.939, -6.385)
H (5.129, 0.115, -8.143)
H (4.216, -1.390, -8.245)
H (3.314, 1.172, -6.861)
H (2.352, 0.066, -7.865)
O (-4.829, 4.128, 2.073)
C (-3.837, 4.409, 2.676)
O (-2.863, 3.497, 2.914)
C (-1.831, 4.066, 3.742)
C (-1.954, 5.573, 3.548)
C (-3.455, 5.737, 3.301)
H (-2.014, 3.761, 4.775)
H (-0.872, 3.668, 3.421)
H (-1.573, 6.143, 4.392)
H (-1.401, 5.876, 2.659)
H (-4.018, 5.850, 4.229)
H (-3.697, 6.554, 2.629)
O (7.503, 3.353, -6.885)
C (7.198, 3.725, -5.790)
O (6.553, 2.930, -4.910)
C (6.214, 3.670, -3.715)
C (7.192, 4.837, -3.682)
C (7.415, 5.096, -5.173)
H (5.179, 4.000, -3.794)
H (6.306, 3.006, -2.860)
H (6.809, 5.692, -3.129)
H (8.129, 4.525, -3.218)
H (6.671, 5.777, -5.588)
H (8.411, 5.461, -5.406)
O (-1.298, -4.317, 4.223)
C (-2.319, -4.045, 4.794)
O (-3.383, -4.863, 4.780)
C (-4.499, -4.247, 5.451)
C (-3.880, -3.201, 6.370)
C (-2.639, -2.789, 5.577)
H (-5.148, -3.804, 4.693)
H (-5.050, -5.018, 5.981)
H (-4.558, -2.382, 6.601)
H (-3.578, -3.666, 7.309)
H (-2.845, -1.990, 4.863)
H (-1.797, -2.509, 6.204)
O (-0.195, -6.332, 8.282)
C (0.780, -6.073, 7.643)
O (1.909, -6.819, 7.705)
C (2.949, -6.219, 6.914)
C (2.225, -5.337, 5.903)
C (0.989, -4.909, 6.693)
H (3.596, -5.643, 7.579)
H (3.534, -7.012, 6.455)
H (2.834, -4.512, 5.540)
H (1.920, -5.933, 5.043)
H (1.171, -4.010, 7.284)
H (0.120, -4.773, 6.059)

SMILES: NCCCCOC(=O)N(CC(=O)Br)P(N)O.O=C1CCCO1.O=C1CCCO1.O=C1CCCO1.O=C1CCCO1.O=C1CCCO1.O=C1CCCO1
M, g/mol: 832.63
Maximum force, hartree/bohr: 0.029
HOMO, eV: -9.36
Total charge: 0
Gap between HOMO and LUMO, eV: 9.6919
DFT total energy, hartree: -5495.44546

---

[4]
Computed, not measured: a structure of composition C31H51BrN4O5PSTc at a distorted geometry, with ωB97M-V/def2-TZVPD.

CARTESIAN COORDINATES (ANGSTROEM)
Tc (-0.276, -1.409, -1.074)
C (1.760, -2.225, 4.167)
C (2.157, -3.335, 3.196)
N (2.620, -2.854, 1.902)
C (1.839, -2.539, 0.866)
S (0.116, -2.497, 1.097)
N (2.438, -2.290, -0.278)
N (1.674, -1.909, -1.307)
C (2.264, -1.656, -2.449)
C (3.734, -1.811, -2.652)
C (1.372, -1.181, -3.474)
C (1.742, -0.935, -4.794)
C (0.787, -0.494, -5.689)
C (-0.511, -0.283, -5.245)
C (-0.820, -0.543, -3.923)
N (0.096, -1.002, -3.062)
H (1.467, -2.687, 5.110)
H (0.913, -1.655, 3.787)
H (2.591, -1.546, 4.354)
H (1.300, -3.991, 3.033)
H (2.972, -3.916, 3.626)
H (3.612, -2.777, 1.741)
H (4.193, -2.102, -1.714)
H (4.173, -0.867, -2.977)
H (3.957, -2.570, -3.405)
H (2.765, -1.098, -5.099)
H (1.042, -0.335, -6.727)
H (-1.276, 0.082, -5.914)
H (-1.832, -0.461, -3.557)
C (-3.157, 3.476, 3.972)
C (-2.027, 2.514, 4.367)
C (-1.063, 3.246, 5.302)
C (-2.614, 1.311, 5.127)
C (-1.344, 1.991, 3.109)
C (-2.086, 1.275, 2.174)
C (-1.445, 0.725, 1.095)
Br (-2.442, -0.313, -0.197)
C (-0.064, 0.847, 0.822)
O (0.473, 0.213, -0.191)
C (0.673, 1.659, 1.726)
C (0.006, 2.174, 2.835)
C (2.177, 1.966, 1.604)
C (2.849, 1.455, 0.324)
C (2.364, 3.493, 1.644)
C (2.898, 1.314, 2.794)
H (-3.624, 3.894, 4.865)
H (-3.929, 2.966, 3.396)
H (-2.766, 4.298, 3.371)
H (-1.605, 3.576, 6.188)
H (-0.636, 4.130, 4.827)
H (-0.256, 2.591, 5.634)
H (-3.052, 1.641, 6.070)
H (-1.832, 0.583, 5.346)
H (-3.393, 0.816, 4.548)
H (-3.153, 1.130, 2.285)
H (0.588, 2.745, 3.544)
H (2.336, 1.810, -0.568)
H (2.877, 0.368, 0.293)
H (3.879, 1.819, 0.296)
H (1.787, 3.967, 0.848)
H (3.417, 3.737, 1.496)
H (2.052, 3.920, 2.596)
H (2.784, 0.229, 2.745)
H (2.499, 1.660, 3.748)
H (3.963, 1.553, 2.764)
C (-1.819, -4.996, 0.003)
O (-1.433, -4.786, -1.364)
P (-1.356, -3.316, -2.007)
O (-1.086, -3.748, -3.522)
C (0.056, -4.480, -3.968)
O (-2.872, -2.827, -2.126)
C (-3.929, -3.671, -2.622)
H (-2.403, -4.158, 0.387)
H (-0.932, -5.132, 0.615)
H (-2.425, -5.900, 0.030)
H (-0.083, -4.631, -5.036)
H (0.115, -5.445, -3.466)
H (0.976, -3.918, -3.796)
H (-4.854, -3.264, -2.225)
H (-3.799, -4.697, -2.280)
H (-3.940, -3.648, -3.710)
C (-0.962, 3.142, -3.962)
C (-0.982, 2.749, -2.457)
C (0.205, 3.464, -1.777)
C (-2.307, 3.256, -1.847)
O (-0.876, 1.399, -2.352)
H (-1.017, 4.224, -4.050)
H (-1.816, 2.695, -4.469)
H (-0.040, 2.785, -4.420)
H (0.088, 4.543, -1.866)
H (1.144, 3.164, -2.242)
H (0.226, 3.187, -0.722)
H (-2.442, 4.318, -2.048)
H (-2.292, 3.093, -0.768)
H (-3.144, 2.701, -2.273)

M, g/mol: 800.72
Maximum force, hartree/bohr: 0.032
⟨S²⟩: 3.77
Multiplicity: 4
HOMO (alpha / beta), eV: -9.88 / -10.07
Total charge: +1
Gap between HOMO and LUMO (alpha / beta), eV: 6.7186 / 6.0541
DFT total energy, hartree: -5201.26966

---

[5]
Computed, not measured: a structure of composition C31H52CaCl2FLiN3O2S at a distorted geometry, with ωB97M-V/def2-TZVPD.

CARTESIAN COORDINATES (ANGSTROEM)
C (-4.083, 2.857, 0.357)
C (-3.880, 2.439, -1.176)
C (-2.883, 1.193, -1.410)
C (-3.670, -0.231, -1.542)
C (-3.992, -0.667, -0.015)
C (-2.846, -1.271, 0.871)
C (-3.102, -1.663, 2.374)
C (-1.950, -2.265, 3.314)
O (-0.640, -1.722, 2.936)
C (0.123, -1.383, 4.145)
C (-0.311, 0.131, 4.549)
C (-4.550, -1.428, 2.896)
C (-5.713, -0.846, 1.996)
C (-5.456, -0.463, 0.520)
N (-7.061, -0.664, 2.556)
C (-7.067, 0.125, 3.800)
C (-8.007, 1.349, 3.872)
C (-7.971, 2.187, 5.189)
C (-7.034, 1.789, 6.387)
C (-6.088, 0.536, 6.316)
C (-6.126, -0.276, 5.001)
S (-5.056, -1.773, 4.655)
H (-4.323, 1.981, 1.052)
H (-3.163, 3.397, 0.802)
H (-4.983, 3.576, 0.431)
H (-4.915, 2.223, -1.654)
H (-3.444, 3.366, -1.711)
H (-2.172, 1.152, -0.501)
H (-2.256, 1.400, -2.347)
H (-4.654, -0.043, -2.108)
H (-3.009, -1.046, -1.998)
H (-1.796, -1.418, 0.447)
H (-2.176, -2.163, 4.428)
H (-1.901, -3.396, 3.044)
H (-0.101, -2.115, 5.007)
H (1.247, -1.455, 3.925)
H (-0.804, 0.600, 3.635)
H (-1.040, 0.128, 5.432)
H (0.642, 0.729, 4.791)
H (-6.316, -0.037, -0.105)
H (-7.727, -0.313, 1.856)
H (-8.679, 1.643, 3.003)
H (-8.633, 3.127, 5.260)
H (-7.061, 2.475, 7.295)
H (-5.380, 0.243, 7.163)
C (6.658, -0.681, 0.173)
C (6.112, -2.100, 0.087)
C (4.685, -2.141, -0.460)
N (3.579, -2.222, 0.597)
C (3.451, -3.637, 1.107)
C (3.728, -1.252, 1.758)
C (3.265, 0.066, 1.185)
C (2.061, -0.314, 0.342)
C (2.255, -1.777, -0.055)
H (6.246, -0.130, 1.025)
H (7.743, -0.702, 0.298)
H (6.430, -0.122, -0.751)
H (6.219, -2.617, 1.045)
H (6.747, -2.642, -0.623)
H (4.562, -3.029, -1.086)
H (4.488, -1.267, -1.088)
H (4.390, -3.921, 1.585)
H (3.231, -4.289, 0.260)
H (2.634, -3.674, 1.829)
H (3.050, -1.582, 2.553)
H (4.747, -1.262, 2.143)
H (4.039, 0.515, 0.556)
H (3.014, 0.789, 1.962)
H (1.965, 0.334, -0.531)
H (1.138, -0.211, 0.921)
H (2.321, -1.927, -1.134)
H (1.450, -2.397, 0.346)
Cl (6.167, 0.087, -2.638)
Ca (-5.023, 0.573, -3.835)
C (5.977, 3.281, -7.481)
C (5.886, 2.047, -6.586)
C (4.864, 1.002, -7.079)
O (3.502, 1.342, -6.825)
C (2.937, 2.237, -7.767)
N (5.601, 2.475, -5.212)
H (5.138, 3.966, -7.340)
H (6.886, 3.846, -7.255)
H (6.015, 2.998, -8.537)
H (6.871, 1.570, -6.596)
H (5.041, 0.074, -6.525)
H (5.012, 0.762, -8.140)
H (3.322, 2.073, -8.777)
H (3.107, 3.269, -7.455)
H (1.856, 2.074, -7.780)
H (5.636, 1.657, -4.602)
H (4.621, 2.759, -5.180)
F (-6.932, 1.233, -1.299)
Cl (-6.011, -4.194, 5.013)
Li (-0.678, -4.950, 3.116)

M, g/mol: 667.77
Maximum force, hartree/bohr: 0.091
HOMO, eV: -7.60
Total charge: +1
Gap between HOMO and LUMO, eV: 1.6583
DFT total energy, hartree: -3629.88697

---

Q: total charge of number 5 (C31H52CaCl2FLiN3O2S)?
A: +1